# C5H13NO

A cluster of 2 separate species, C5H13NO in total at a distorted geometry (ωB97M-V/def2-TZVPD, the OMol25 dataset).

The value obtained for the total energy is -328.251649 a.u. Its gap between HOMO and LUMO is 8.5 eV. Its net charge is 0.

Last column: natural (NBO) charge in e.
Cartesian coordinates (Å):
C: -1.19 0.62 -2.43  -0.616
C: -1.80 0.84 -1.04  -0.396
C: -1.61 -0.43 -0.17  -0.419
C: -0.18 -0.74 0.23  -0.276
C: 0.23 -1.14 1.42  0.009
N: 1.60 -1.46 1.68  -0.833
H: -1.16 1.48 -3.11  0.211
H: -1.75 -0.21 -2.85  0.201
H: -0.13 0.41 -2.36  0.202
H: -1.42 1.76 -0.60  0.197
H: -2.86 1.13 -1.03  0.203
H: -2.32 -0.39 0.66  0.203
H: -1.98 -1.25 -0.78  0.194
H: 0.33 -0.96 -0.72  0.184
H: -0.40 -0.95 2.27  0.186
H: 2.13 -1.32 0.83  0.349
H: 2.16 -0.85 2.26  0.394
O: 3.08 0.96 1.93  -0.934
H: 3.67 1.27 2.63  0.471
H: 3.59 1.23 1.18  0.471



# C14H11IN3RhSe2Te2

A structure of composition C14H11IN3RhSe2Te2 (ωB97M-V/def2-TZVPD, the OMol25 dataset).

The value obtained for the total energy is -6451.481489 a.u. Its gap between HOMO and LUMO (spin up / spin down) is 5.8 / 5.3 eV. Its net charge is 0. Its spin multiplicity is 5.

Last column: Löwdin spin population.
Cartesian coordinates (Å):
Rh: -0.53 -0.66 -1.23  2.055
C: -1.18 -0.58 3.32  0.005
C: 0.12 -0.52 3.82  -0.003
C: 1.18 -0.57 2.93  0.004
C: 0.94 -0.67 1.56  0.007
N: -0.32 -0.73 1.11  0.080
C: -1.34 -0.71 1.95  0.006
C: 1.98 -0.67 0.53  0.039
C: 3.34 -0.59 0.84  0.004
C: 4.29 -0.54 -0.16  0.015
C: 3.90 -0.55 -1.49  0.004
C: 2.56 -0.66 -1.81  0.050
C: 1.58 -0.71 -0.82  0.183
H: -2.03 -0.56 3.98  0.001
H: 0.30 -0.44 4.88  0.000
H: 2.19 -0.54 3.30  0.001
H: -2.33 -0.79 1.51  0.002
H: 3.67 -0.55 1.87  0.001
H: 5.34 -0.47 0.10  0.001
H: 4.64 -0.48 -2.27  0.001
H: 2.28 -0.68 -2.86  0.008
Se: -0.51 -0.57 -3.73  0.301
Te: -1.82 -2.23 -4.99  0.420
Te: -2.70 -3.83 -2.88  0.350
Se: -1.92 -2.62 -0.88  0.353
I: -3.67 4.61 0.78  0.003
C: -2.90 3.05 -0.37  0.003
C: -3.09 2.84 -1.72  0.006
N: -2.41 1.73 -2.03  0.012
N: -1.80 1.21 -0.97  0.068
C: -2.08 2.00 0.06  0.009
H: -3.65 3.41 -2.44  0.001
H: -2.30 1.28 -2.93  0.009
H: -1.70 1.80 1.05  0.000